Entry from the Open Molecules 2025 dataset: a 7-piece molecular cluster, C32H83N5O11 overall at a distorted geometry (ωB97M-V/def2-TZVPD).

The geometry in XYZ format:
```
131
Properties=species:S:1:pos:R:3:forces:R:3
H -7.7821 -1.2520 -5.9291 -0.5 0.9 0.6
H 3.2884 1.8155 -9.1503 0.7 0.0 -0.5
C -6.1653 -3.3390 -9.0643 0.6 0.3 -0.3
H -10.2427 -0.6742 -5.8541 0.3 1.0 0.0
H 8.2105 -2.9726 -6.0741 -1.0 -0.9 0.2
H 4.1458 1.0185 8.8876 0.9 0.3 -0.9
H -1.0609 -1.9354 5.0969 -0.3 0.8 0.2
H 2.0647 7.7542 9.9210 0.7 -1.0 0.2
H -3.9014 6.8090 2.5543 -0.8 -0.3 -1.1
H -6.7909 -3.9917 -12.2636 0.3 0.8 0.0
C 1.3136 3.2479 -1.8208 1.0 -0.8 0.5
H 1.0170 -6.3792 9.1947 0.9 -0.3 0.6
H 5.8343 0.8345 -8.4250 -0.4 -0.1 -0.6
H -6.2897 6.6697 3.3696 -0.4 0.1 0.3
H -5.0537 4.6312 2.3130 -0.1 0.3 -0.1
H 0.4553 3.3868 0.7477 0.0 0.2 0.2
H -12.4651 -0.6952 -8.8231 0.4 0.2 -0.3
H 8.6612 -2.5869 -4.4688 0.0 0.6 0.1
C 3.1396 -0.5415 6.0891 -1.2 0.4 0.5
H -2.3956 -6.8723 5.0031 0.4 -0.5 -0.3
H 6.4249 1.0044 3.1032 0.0 0.0 0.1
C 6.3677 0.3769 -5.8643 -1.5 -0.4 -0.3
C -2.5316 -4.7867 4.8544 2.2 -1.6 1.8
N -2.0537 -6.2846 6.8656 0.1 1.7 1.9
H -6.0706 -1.2198 -8.4649 0.6 0.1 -0.1
H -12.5863 -0.3130 -7.1846 0.3 -0.2 0.7
O 3.9245 0.2910 6.8248 3.1 2.3 3.5
H 6.9232 1.2831 -5.6228 -0.3 0.2 0.1
C -8.2510 -1.0414 -6.8903 -2.1 -0.6 -0.3
C -12.0147 -0.9466 -7.8629 0.2 0.9 -1.1
H 2.9914 -1.4962 6.5938 -0.2 -0.3 -0.1
H 1.0833 8.1374 8.6112 -0.7 0.1 0.6
H 3.8035 6.0306 6.8050 0.8 0.8 0.2
H -0.7946 -6.0825 5.1601 0.2 0.1 -0.1
C -9.8666 -1.0817 -6.7925 0.4 -1.2 0.2
C 8.0686 2.1882 0.5262 -0.4 -0.2 1.6
N 1.0351 2.5869 0.5379 1.1 0.1 0.2
C -6.4904 -4.2000 -11.2367 -0.6 -0.3 -0.4
H 7.7158 0.1403 -7.4334 0.4 -0.7 -0.4
H -0.4496 -0.9252 -3.3419 0.6 0.0 -0.1
C -1.9635 -2.4740 4.8084 1.8 0.6 0.5
H 2.1253 2.1661 6.8667 -0.7 -0.5 0.3
H 4.5057 -0.2112 -6.4089 0.0 -0.1 -0.2
H 0.5848 -6.9862 10.9278 0.5 0.0 -0.3
O -4.4289 4.7474 3.0325 0.7 1.3 0.4
H 2.4409 0.4708 -10.5018 0.4 0.1 -0.3
H 0.9518 6.4792 9.0324 0.4 -0.2 0.8
C 7.7425 1.1427 1.6724 0.3 0.8 -2.1
H -0.2706 2.2662 -0.8937 -0.4 -0.7 -0.5
C -1.8383 -6.0626 5.4740 -1.3 -0.1 -2.0
C 7.2555 -0.5253 -6.7031 -0.1 0.5 1.3
O 0.9705 0.1564 -2.2983 -1.4 -1.1 0.1
O 2.4936 7.2143 7.8147 0.8 -2.1 1.3
H -5.4626 -4.5628 -11.2508 0.2 0.0 0.2
O -10.6117 -0.6006 -7.9325 -0.1 -0.4 0.6
H -7.1725 -5.0231 -11.0237 0.1 -0.3 0.7
H -2.0571 -4.3007 7.6886 0.2 0.0 -0.5
H 0.3841 -5.2911 10.4013 -0.2 0.1 0.2
H -2.7458 -4.8527 3.7877 0.5 -0.1 -0.2
H -5.7459 -2.4260 -7.1530 0.2 0.2 0.1
H 2.7792 1.2305 -7.6613 0.3 -0.3 0.7
H 1.0517 4.2567 -1.5014 -0.5 0.0 -0.4
O -1.5344 -3.7826 5.1692 -2.8 0.2 -1.0
H -1.8128 -4.8805 9.9532 0.8 0.2 0.2
H 0.9802 2.9181 -2.8047 0.4 0.6 -0.2
N 5.0437 0.6414 -6.4697 0.3 -0.7 1.1
C 2.6073 2.1872 7.8440 2.6 0.6 -0.3
C -1.8231 -5.7193 9.2571 0.7 0.5 -0.9
H 4.1592 6.3204 8.6005 0.3 -0.6 -0.1
H 2.7226 -1.2795 -10.4765 -0.1 0.0 0.1
H -5.6362 6.1245 4.9489 -0.2 0.3 0.1
H -2.8355 -2.0710 5.3235 -0.1 -0.4 0.3
H 7.1633 2.5173 0.0162 0.0 -0.2 0.0
C -0.3899 -0.3009 -2.4504 0.0 0.9 -1.4
O 6.8252 1.7119 2.5923 0.3 0.0 -0.2
H 1.2230 0.0417 -0.2359 -0.9 0.3 0.3
C 3.4083 0.8633 8.1002 -0.8 -0.1 -1.6
H 1.9782 2.9413 0.4666 0.5 0.3 1.1
C 3.4290 6.0813 7.8274 -1.0 -0.5 -1.2
H 4.1533 3.4423 6.9783 -0.3 -0.2 -0.2
H 1.9457 2.2755 8.7058 -0.2 0.5 -0.3
H 1.9615 4.6337 7.1410 -0.5 0.5 -0.1
H 6.9387 -2.4192 -4.8031 -0.2 0.0 -0.4
H -12.2939 -1.9971 -7.7807 0.7 -0.3 0.7
H 5.2384 2.2463 -7.5271 0.1 0.5 -0.9
H -0.4461 -5.1107 7.6946 0.1 0.3 0.0
H 8.8000 1.8324 -0.1995 -0.1 -0.2 0.1
C -6.3588 -2.1711 -8.0176 -0.4 -1.3 -1.9
H -6.5509 -4.2783 -8.6677 -0.6 0.0 0.2
H 8.6984 0.8467 2.1045 0.0 0.0 0.4
C 1.3296 0.7400 -1.0660 0.7 1.1 -0.6
O -6.6938 -3.0908 -10.3930 0.0 0.2 1.0
H 2.4137 0.7534 -1.1782 0.3 0.5 0.1
C 3.5786 1.0913 -8.3891 1.6 -1.4 0.0
H -1.6237 -7.1413 7.1839 -0.1 -0.3 -0.3
H 2.2350 0.0665 6.0793 -1.0 -1.0 -1.2
C 7.9338 -2.3295 -5.2387 1.3 0.7 -1.3
O -0.8878 -6.7370 9.5497 -0.7 -0.3 1.2
C -1.5219 -5.2425 7.8100 -1.7 -0.9 0.4
C 0.8176 2.2363 -0.8384 -2.4 -2.1 0.2
H 2.2505 4.7420 8.8798 -0.2 -1.0 0.2
H 2.8080 0.1286 8.6368 -0.8 -0.3 -0.6
H -10.2149 -2.1065 -6.6639 0.6 -0.6 -0.1
C 1.6622 7.3057 9.0128 -0.8 1.6 -2.9
C 5.0323 1.2084 -7.7885 -1.5 1.4 0.6
C 0.3821 -6.3325 10.0795 -1.1 0.2 -1.1
H -5.2855 7.7842 4.2940 0.0 -0.1 0.2
H 3.6568 -0.6728 5.1386 -0.5 0.0 -0.1
O 8.2520 -1.0432 -5.8272 0.1 -0.1 0.6
H -0.9537 -0.8853 -1.7232 0.9 0.2 1.0
H 1.5090 -0.4679 -9.4405 -0.1 -0.4 0.5
N 3.5202 3.4349 7.7652 -0.5 -0.8 1.9
H -0.9960 0.5627 -2.7242 -0.3 0.2 0.3
H 8.4841 3.0628 1.0267 0.1 0.1 -0.1
H 7.3230 0.2747 1.1637 -0.2 -0.3 0.2
H -8.3490 -2.4188 -8.4306 0.1 0.3 -0.2
H -8.0144 -0.0418 -7.2549 0.4 0.2 -0.1
H -5.1144 -3.5832 -9.2192 0.4 0.4 0.2
H 6.1019 -0.1583 -4.9527 0.4 0.2 0.3
C -5.4510 6.7319 4.0629 -0.2 -0.2 -0.5
H -2.8459 -6.0637 9.4096 0.1 -0.6 -0.6
N -7.7427 -2.1519 -7.6682 -1.4 -0.4 -0.1
H 2.3901 3.1854 -1.6618 0.4 0.2 -0.9
H 6.6182 -1.3015 -7.1267 0.3 -0.2 -0.4
C -4.2650 6.1611 3.3519 1.0 -0.2 0.0
C 2.7359 4.6526 7.9079 -0.3 1.4 0.5
H -3.3747 6.3235 3.9594 0.0 -1.1 0.7
H -2.0588 -2.2338 3.7495 -0.2 -0.8 -0.4
C 2.5137 -0.4062 -9.8586 -0.1 0.0 -0.4
H -3.5055 -4.7820 5.3438 -0.1 1.1 0.5
O 3.5550 -0.2725 -8.9215 -0.7 1.4 0.1
```
Forces are in eV/Å.

Its SMILES is COC[C@H](C)N.COCCNCCOC.COCCNCCOC.COCCNCCOC.COCCNCCOC.CCO.CCO. The frontier orbital gap comes out at 8.728 eV. Its relative energy (zero: lowest compared OMol25 entry of this formula, charge and spin) is 143.46 kcal per mole. Its energy is -64490.1117 eV. The value obtained for the molar mass is 714.0 g/mol.